Record 1
{"formula": "C6H8N2O", "method": "the ωB97M-V functional and the def2-TZVPD basis", "molar_mass_g_mol": 124.1, "total_charge": 0, "smiles": "[H]/N=C(\\C)C1=NCC=C1O", "e_above_lowest_kj_mol": 239.06, "e_homo_ev": -8.918, "gap_ev": 9.641, "elements": ["O", "N", "N", "C", "C", "C", "C", "C", "C", "H", "H", "H", "H", "H", "H", "H", "H"], "coordinates": [[-0.842065, -1.436461, 1.910903], [0.062968, -0.009379, -1.248438], [2.213626, 0.237059, 1.204670], [0.159801, -0.089965, 0.038242], [-1.420343, -1.648421, -0.469884], [-0.771656, -1.127360, 0.602037], [1.273388, 0.820807, 0.582103], [-0.996603, -0.860557, -1.692662], [0.888385, 2.269651, 0.225421], [-0.554969, -1.401347, -2.636997], [3.154770, 0.609830, 1.312459], [1.697672, 2.801036, -0.077604], [-1.854180, -0.339190, -1.866977], [-1.354130, -2.288220, 2.029226], [0.383602, 2.661331, 1.098753], [-2.284924, -2.358779, -0.387677], [0.244657, 2.159965, -0.623577]], "atomic_forces_ev_per_a": [[-0.73, -1.17, 0.39], [-0.35, 0.81, 1.11], [-0.26, -0.59, -1.14], [0.41, -0.39, -0.48], [-0.49, -0.62, 0.79], [0.41, -0.01, -1.42], [-0.77, -0.48, 0.67], [3.02, -3.35, -0.12], [-0.70, -2.72, 0.77], [-1.42, 0.62, 1.76], [-0.64, 1.02, 0.33], [2.49, 1.95, -0.45], [-2.21, 1.96, -1.48], [0.82, 1.50, -0.28], [-0.10, 0.37, 0.05], [1.05, 0.70, -0.29], [-0.54, 0.38, -0.20]], "mulliken_charge": [-0.536, -0.594, -0.622, 0.342, -0.665, 0.649, 0.389, -0.336, -1.115, 0.300, 0.250, 0.403, 0.273, 0.338, 0.263, 0.298, 0.361]}


Record 2
{"formula": "C22H31BN4O6", "method": "the ωB97M-V functional and the def2-TZVPD basis", "molar_mass_g_mol": 458.3, "total_charge": 0, "smiles": "NB(O)c1ccc2c(c1)C(=O)c1ccc(CC(N)(N)N)cc1C2=O.COCCOCCOC", "e_homo_ev": -9.060, "gap_ev": 8.405, "elements": ["O", "O", "O", "O", "O", "O", "N", "N", "N", "N", "C", "C", "C", "C", "C", "C", "C", "C", "C", "C", "C", "C", "C", "C", "C", "C", "C", "C", "C", "C", "C", "C", "B", "H", "H", "H", "H", "H", "H", "H", "H", "H", "H", "H", "H", "H", "H", "H", "H", "H", "H", "H", "H", "H", "H", "H", "H", "H", "H", "H", "H", "H", "H", "H"], "coordinates": [[2.110857, -0.846092, -8.140994], [-0.460886, 3.582785, 4.592198], [-0.296555, 1.266418, -7.298298], [0.896804, 2.909541, -2.007437], [1.357493, -0.295841, -5.215717], [-3.861353, 0.601579, 3.076518], [2.365970, 3.573644, -0.172795], [-0.137019, -3.038717, 5.381628], [-1.300505, -4.692002, 6.727083], [0.491229, -3.329190, 7.608356], [-0.680070, -3.372923, 6.716070], [-0.537589, -0.141989, 6.814765], [-2.668706, 0.783831, 3.246708], [-1.506454, -0.995084, 6.342050], [1.947985, -1.780884, -7.087222], [-1.691838, 1.456704, -7.374672], [0.898449, -1.306278, -6.104527], [3.401174, -0.889242, -8.708487], [-2.235765, -0.728338, 5.215636], [-0.977919, 1.584035, -0.000923], [-0.259351, 1.011509, 6.120688], [1.540154, 1.009838, -5.753503], [0.113787, 2.718485, 1.753343], [-1.767491, -2.293429, 7.103208], [-0.968695, 1.264308, 4.981280], [-0.770738, 2.201834, 2.655344], [-1.954314, 0.424107, 4.521717], [-1.755721, 1.358486, 2.191630], [0.245792, 1.727423, -6.071341], [-1.884577, 1.042436, 0.872585], [-0.700273, 2.478767, 4.134065], [0.045382, 2.414733, 0.407549], [1.094822, 2.978197, -0.628501], [1.623647, -2.733133, -7.528598], [3.592256, -1.860163, -9.178873], [-1.942874, 2.522873, -7.344931], [-2.714387, -2.680126, 6.723535], [2.989874, 2.782178, -0.008025], [0.669770, -3.630523, 5.213063], [3.456879, -0.111118, -9.467791], [-0.466041, 1.569803, -5.252016], [0.013747, -0.401677, 7.709331], [-1.780607, -2.121032, 8.177809], [2.044830, 1.572738, -4.964402], [2.213028, 0.992278, -6.611895], [-1.024404, 1.358473, -1.061462], [-1.690429, -4.902859, 5.816627], [0.491648, 1.734927, 6.413685], [0.886982, 3.374405, 2.140075], [2.272565, 4.007290, 0.740497], [0.642285, -2.153045, -5.463318], [-2.202799, 0.933243, -6.558226], [-0.824767, -3.201670, 4.656135], [2.895603, -1.936661, -6.558730], [1.087066, 1.991667, -2.249133], [4.165871, -0.685881, -7.949903], [-0.015538, -0.999799, -6.615481], [-2.032209, 1.037593, -8.319783], [1.169904, -2.747081, 7.124272], [-0.611143, -5.415950, 6.898664], [0.222296, -2.749866, 8.397214], [-2.997417, -1.395649, 4.828840], [-2.672896, 0.367413, 0.566644], [0.443180, 2.802699, -6.171828]], "atomic_forces_ev_per_a": [[0.16, 0.17, 0.16], [0.16, -0.93, -0.40], [-0.11, -0.26, 0.13], [0.31, -0.93, 0.65], [0.00, 0.03, -0.01], [0.97, -0.09, 0.05], [-0.65, -0.28, 0.27], [0.09, 0.14, 0.31], [0.04, -0.33, 0.56], [-0.60, 0.39, -0.12], [0.20, 0.43, -0.66], [0.41, 0.39, 0.16], [-0.57, -0.33, -0.22], [-0.44, -1.63, 1.64], [-0.23, 0.08, -0.31], [0.16, 0.04, -0.09], [0.03, -0.10, 0.13], [-0.16, 0.03, -0.03], [-0.46, 0.25, -0.57], [0.06, -0.24, -1.34], [0.46, 0.38, 0.47], [0.03, 0.02, 0.18], [0.97, 0.91, 0.46], [0.59, -0.10, -1.67], [0.12, 1.41, -1.22], [-0.05, 0.13, 0.62], [-0.58, -0.07, -0.70], [-1.05, -0.51, 1.61], [0.12, 0.07, -0.38], [-0.48, -0.39, -0.35], [0.17, 0.59, 0.31], [0.19, 0.45, -0.45], [0.55, 0.76, 0.12], [0.06, -0.11, 0.17], [0.11, -0.01, 0.03], [-0.11, -0.02, 0.05], [-0.14, -0.05, 0.54], [0.37, 0.29, -0.32], [-0.16, -0.16, -0.15], [-0.06, -0.03, -0.02], [0.02, 0.01, 0.02], [-0.02, 0.07, 0.04], [-0.20, -0.25, 0.01], [-0.04, -0.02, 0.04], [-0.17, 0.00, -0.15], [-0.22, -0.08, 0.03], [-0.20, 0.15, 0.06], [0.01, -0.12, 0.20], [-0.01, 0.01, -0.05], [0.08, -0.07, 0.04], [0.05, 0.02, 0.04], [-0.04, 0.08, 0.04], [0.07, -0.02, -0.06], [-0.01, 0.00, 0.03], [-0.37, 0.10, -0.57], [0.05, -0.10, -0.02], [0.10, 0.07, -0.16], [0.04, 0.03, -0.02], [0.12, -0.15, 0.04], [0.14, 0.19, 0.16], [0.18, -0.38, 0.31], [-0.05, -0.05, 0.21], [-0.02, 0.07, -0.11], [0.00, 0.03, 0.22]], "mulliken_charge": [-0.264, -0.554, -0.265, -0.513, -0.443, -0.561, -0.717, -0.674, -0.692, -0.761, 0.978, -0.612, -0.322, 1.625, -0.576, -0.775, -0.380, -0.783, -0.835, -0.408, -1.246, -0.454, -0.279, -2.030, 0.853, -0.048, 0.531, 0.952, -0.522, -1.164, -0.293, 0.460, 0.480, 0.405, 0.327, 0.325, 0.340, 0.280, 0.212, 0.234, 0.331, 0.397, 0.486, 0.450, 0.163, 0.468, 0.275, 0.477, 0.230, 0.307, 0.399, 0.330, 0.241, 0.354, 0.281, 0.338, 0.162, 0.242, 0.334, 0.284, 0.287, 0.466, 0.460, 0.408]}


Record 3
{"formula": "C24H26N4O2PdSSi", "method": "the ωB97M-V functional and the def2-TZVPD basis", "molar_mass_g_mol": 569.1, "total_charge": 0, "e_above_lowest_kj_mol": 47.27, "e_homo_ev": [-7.808, -7.808], "gap_ev": [7.293, 7.294], "elements": ["Pd", "S", "Si", "O", "O", "N", "N", "N", "N", "C", "C", "C", "C", "C", "C", "C", "C", "C", "C", "C", "C", "C", "C", "C", "C", "C", "C", "C", "C", "C", "C", "C", "C", "H", "H", "H", "H", "H", "H", "H", "H", "H", "H", "H", "H", "H", "H", "H", "H", "H", "H", "H", "H", "H", "H", "H", "H", "H", "H"], "coordinates": [[0.153847, 0.083065, 0.154958], [0.485111, 0.001444, 2.761230], [2.686653, 0.571136, -1.929409], [0.584108, 0.367801, 4.143922], [1.657206, 0.296039, 1.911671], [-1.328322, 1.972069, -0.276145], [-0.554266, -1.420249, -1.285844], [-0.806831, 0.555811, 1.985213], [1.462511, -0.499924, -1.338213], [-2.000256, 3.936293, 0.973634], [-2.280950, 4.580762, -0.253070], [-1.112371, -3.630843, 3.318082], [-1.368735, 2.544833, 3.315603], [0.614243, -3.879749, 1.654410], [-0.812486, -2.283548, 3.434019], [-1.522206, 2.608962, 0.910031], [-0.008365, -3.368873, -3.103299], [2.095199, 2.330983, -1.640489], [2.986967, 0.261232, -3.754126], [4.269797, 0.303800, -0.977083], [-1.478889, -2.357362, -1.512022], [0.925938, -2.532007, 1.766862], [0.956154, -2.428163, -2.831021], [-2.748938, -2.239173, -0.727277], [0.194218, -1.746668, 2.644192], [-0.406766, -4.423480, 2.420405], [-2.087277, 3.919650, -1.430385], [-2.155672, 4.561216, 2.230841], [0.658745, -1.443704, -1.868386], [-1.208319, 1.897725, 2.111983], [-1.598959, 2.599051, -1.390943], [-1.239668, -3.355936, -2.436561], [-1.837663, 3.871831, 3.365022], [4.657331, -0.706171, -1.126444], [1.362139, 2.635342, -2.390889], [-1.987632, -4.111843, -2.628609], [-1.429796, 2.046077, -2.309498], [3.479044, -0.701478, -3.909160], [3.635704, 1.033876, -4.172011], [-2.520706, 5.579398, 2.277330], [4.091825, 0.442949, 0.091858], [-3.397323, -3.098117, -0.888604], [-1.896717, -4.062497, 3.925444], [1.167216, -4.500998, 0.962126], [-2.643400, 5.601783, -0.240625], [5.039763, 1.012773, -1.290337], [2.916712, 3.049765, -1.656592], [-0.649783, -5.473790, 2.323092], [1.728814, -2.096810, 1.184658], [2.053269, 0.258561, -4.320755], [-1.126882, 2.019146, 4.227476], [1.925980, -2.444199, -3.307782], [1.620789, 2.400278, -0.657302], [0.192822, -4.146553, -3.830147], [-1.346945, -1.641735, 4.121980], [-2.518163, -2.152752, 0.336192], [-2.293699, 4.389870, -2.381939], [-3.282586, -1.332686, -1.018700], [-1.951527, 4.345803, 4.331449]], "atomic_forces_ev_per_a": [[1.60, -0.16, -0.28], [-0.28, -0.12, 0.36], [0.17, 0.11, -0.06], [0.06, 0.07, -0.06], [-0.25, 0.06, -0.33], [0.11, 0.16, -0.20], [-0.22, -0.15, 0.43], [-0.05, -0.41, -0.37], [-1.03, 0.48, 0.57], [0.01, -0.06, -0.02], [0.01, -0.01, 0.01], [0.00, 0.01, 0.00], [0.00, -0.11, -0.07], [-0.02, 0.00, 0.01], [0.02, 0.02, -0.04], [0.01, -0.05, 0.05], [-0.06, 0.00, 0.04], [-0.01, -0.13, 0.01], [-0.03, -0.05, 0.05], [-0.06, 0.00, 0.02], [-0.02, 0.04, -0.08], [0.07, -0.01, 0.04], [0.04, 0.07, -0.05], [0.03, 0.00, -0.01], [0.03, 0.05, 0.04], [0.01, -0.01, -0.01], [-0.05, 0.05, -0.02], [-0.01, 0.02, 0.03], [0.01, -0.15, -0.16], [-0.01, 0.15, 0.06], [-0.04, -0.01, 0.08], [0.03, 0.00, -0.03], [-0.02, 0.04, 0.01], [-0.01, -0.01, 0.00], [-0.03, -0.01, 0.02], [0.00, 0.00, 0.00], [0.03, 0.01, 0.00], [0.01, 0.02, -0.03], [0.00, 0.01, 0.01], [0.00, 0.00, -0.01], [0.01, 0.00, 0.01], [0.00, 0.00, 0.00], [0.00, 0.00, 0.00], [0.00, 0.00, 0.01], [-0.01, 0.00, 0.00], [0.01, 0.00, 0.01], [0.04, -0.03, -0.04], [0.00, 0.00, 0.01], [-0.05, 0.03, -0.02], [0.00, 0.01, -0.01], [-0.03, 0.04, 0.02], [-0.01, -0.02, 0.00], [0.01, 0.06, 0.00], [0.01, 0.01, 0.00], [-0.04, -0.03, 0.00], [-0.01, -0.01, 0.00], [0.00, -0.01, 0.00], [0.00, 0.00, 0.02], [0.01, -0.01, 0.01]], "mulliken_charge": [0.052, 1.462, -0.043, -0.689, -0.642, -0.035, 0.400, -0.127, 0.524, 0.968, -0.682, -0.606, -0.287, -0.640, -0.695, 0.212, -0.437, -0.836, -1.198, -1.040, 0.400, -0.239, -0.955, -1.221, 0.584, -0.485, -0.972, -0.872, 0.429, -0.156, -0.215, -0.755, -0.817, 0.313, 0.241, 0.423, 0.577, 0.304, 0.380, 0.390, 0.282, 0.400, 0.402, 0.440, 0.413, 0.357, 0.440, 0.391, 0.492, 0.341, 0.500, 0.386, 0.132, 0.414, 0.414, 0.161, 0.395, 0.243, 0.386]}


Record 4
{"formula": "C29H26FFeN5O3", "method": "the ωB97M-V functional and the def2-TZVPD basis", "molar_mass_g_mol": 567.4, "total_charge": 2, "e_homo_ev": [-13.247, -13.243], "gap_ev": [8.206, 8.202], "elements": ["Fe", "F", "O", "O", "O", "N", "N", "N", "N", "N", "C", "C", "C", "C", "C", "C", "C", "C", "C", "C", "C", "C", "C", "C", "C", "C", "C", "C", "C", "C", "C", "C", "C", "C", "C", "C", "C", "C", "C", "H", "H", "H", "H", "H", "H", "H", "H", "H", "H", "H", "H", "H", "H", "H", "H", "H", "H", "H", "H", "H", "H", "H", "H", "H", "H"], "coordinates": [[-0.148096, 0.040937, -0.088355], [5.350114, 2.309861, 3.115846], [0.521223, -3.890018, 0.225393], [1.574453, 0.158390, 0.873722], [-0.106017, -1.780707, -0.106296], [8.563213, 0.343900, 6.392589], [-0.815130, 1.582899, 1.026305], [0.452536, 1.563406, -1.262775], [7.043431, 0.278380, 4.124343], [3.938978, -2.944386, 2.178317], [4.662766, -4.168385, 2.538985], [0.348935, 2.763547, -0.651240], [-0.513804, 3.966926, 1.295277], [5.020651, 1.014005, 2.925321], [0.862280, 3.944687, -1.180162], [4.317645, -1.627267, 2.443732], [-1.684228, 2.682966, 2.952027], [6.147057, -4.332739, 2.554804], [5.481687, -1.307612, 3.160454], [-1.207433, 3.894037, 2.516792], [0.671688, 5.170444, -0.449592], [1.934819, -2.195034, 1.052216], [2.788010, -3.155664, 1.518009], [7.349843, 1.611451, 4.644154], [-0.343532, 2.774026, 0.597499], [3.875935, 0.734718, 2.250114], [8.601710, 1.560446, 5.508748], [0.703180, -2.703590, 0.342638], [1.081142, 1.497110, -2.422246], [2.256153, -0.831606, 1.259719], [5.353671, -4.404179, 3.843337], [3.494166, -0.586390, 1.988572], [1.643658, 2.627782, -3.029322], [1.534500, 3.848615, -2.412171], [8.169167, -0.634215, 4.146919], [8.531991, -0.952519, 5.589103], [-1.471655, 1.539202, 2.171102], [5.873592, -0.000578, 3.408534], [0.015002, 5.181063, 0.730668], [6.782973, -3.487514, 2.341338], [1.139396, 0.523877, -2.893195], [-0.141817, 6.108377, 1.266366], [-1.849137, 0.573419, 2.483009], [6.522430, -5.261595, 2.149387], [7.528148, 2.355037, 3.864667], [7.777466, -1.584794, 6.051005], [-2.226249, 2.594434, 3.882286], [6.511227, 1.968309, 5.244667], [9.367266, 0.346516, 7.020036], [2.512328, -4.185316, 1.330407], [7.945139, -1.567896, 3.643042], [8.664238, 2.442947, 6.141392], [3.253393, 1.542753, 1.890465], [4.115334, -5.009706, 2.145779], [9.025782, -0.210477, 3.613566], [9.504862, -1.431624, 5.678456], [9.518401, 1.491387, 4.929025], [2.150321, 2.521453, -3.977505], [1.951980, 4.738688, -2.866307], [5.212372, -5.375669, 4.294926], [7.735198, 0.393701, 6.986680], [1.051771, 6.088953, -0.877795], [6.080341, -2.099382, 3.562462], [-1.367805, 4.794217, 3.097041], [5.404126, -3.597648, 4.559413]], "atomic_forces_ev_per_a": [[1.02, 0.17, 0.64], [-0.02, -0.01, -0.03], [0.06, 0.01, 0.03], [-0.38, 0.12, -0.15], [-0.43, -0.37, -0.27], [-0.03, 0.00, -0.04], [-0.11, -0.09, 0.02], [0.01, -0.11, -0.14], [0.01, -0.03, 0.04], [-0.02, -0.01, 0.00], [0.01, 0.10, 0.04], [-0.01, 0.03, -0.05], [0.01, 0.05, 0.01], [0.03, 0.01, -0.02], [0.01, 0.05, 0.01], [0.01, -0.08, -0.01], [0.00, -0.01, -0.03], [0.03, -0.05, -0.03], [-0.02, 0.02, 0.01], [-0.03, 0.03, 0.00], [-0.01, -0.05, -0.05], [0.01, 0.06, 0.02], [0.02, 0.02, -0.03], [-0.02, -0.01, 0.01], [-0.05, 0.05, 0.01], [-0.04, 0.02, -0.01], [0.02, 0.00, 0.03], [-0.03, 0.13, -0.03], [-0.02, 0.07, -0.01], [0.00, -0.18, -0.04], [-0.01, -0.03, 0.00], [-0.03, 0.01, -0.01], [-0.03, -0.01, 0.01], [-0.01, 0.03, -0.03], [0.00, 0.06, -0.05], [0.00, -0.03, 0.01], [-0.02, 0.06, 0.00], [-0.01, 0.00, 0.03], [-0.05, -0.04, 0.02], [-0.02, 0.05, 0.05], [0.02, -0.01, 0.02], [0.03, 0.00, 0.00], [0.03, -0.01, 0.01], [0.00, 0.01, -0.01], [0.03, -0.02, 0.00], [0.02, -0.02, 0.01], [-0.01, 0.00, -0.01], [-0.01, 0.02, -0.02], [0.00, 0.00, 0.03], [-0.02, 0.00, 0.00], [-0.06, -0.01, -0.03], [0.00, -0.01, 0.02], [0.01, 0.00, 0.01], [0.00, -0.01, 0.01], [0.01, -0.02, 0.00], [0.02, 0.05, -0.01], [0.00, 0.01, -0.01], [-0.01, 0.00, -0.01], [0.01, -0.01, -0.01], [-0.01, 0.01, 0.00], [-0.02, 0.00, 0.00], [0.02, 0.00, 0.02], [0.04, -0.03, 0.01], [0.00, -0.01, 0.01], [0.03, 0.00, -0.01]], "mulliken_charge": [0.259, -0.343, -0.634, -0.491, -0.686, -0.077, -0.273, -0.292, 0.199, 0.124, -0.178, 0.299, 1.197, 0.498, 1.187, -0.385, -0.721, -0.542, 0.222, -0.685, -0.940, -0.743, -0.152, -0.536, 0.309, -1.025, -1.018, 0.232, -0.223, 2.104, -0.559, 0.853, -0.714, -0.702, -0.524, -0.682, -0.213, -1.220, -0.961, 0.164, 0.521, 0.427, 0.517, 0.347, 0.393, 0.392, 0.424, 0.476, 0.365, 0.520, 0.193, 0.434, 0.607, 0.459, 0.301, 0.410, 0.398, 0.426, 0.459, 0.353, 0.386, 0.426, 0.000, 0.465, 0.170]}